1.
Computed, not measured: C38H47N2O8PPbS2Se2 as an isolated structure, with ωB97M-V/def2-TZVPD.

Structure (ORCA input):
```
! RIJCOSX wB97M-V def2-TZVPD def2/J DEFGRID3
* xyz 0 1
Pb 0.22 0.21 -0.49
Se -1.95 -1.99 -1.41
Se -0.76 0.70 -3.62
S -4.58 4.66 0.39
S 2.76 -1.49 4.51
P 3.55 1.79 0.92
O 2.25 1.07 0.71
O 3.06 -2.24 5.69
O -0.69 -2.48 0.98
O -4.69 5.57 1.49
O 0.10 -3.58 2.78
O -3.52 5.22 -0.66
O -5.71 4.33 -0.41
O 3.64 -0.45 4.06
N 2.60 -2.55 3.29
N -1.24 0.01 1.63
C -0.70 3.48 -1.13
C -0.35 4.71 -5.67
C -0.78 4.69 -1.91
C -0.52 2.39 -0.63
C -3.80 3.20 0.95
C 1.64 3.82 -4.68
C -2.23 1.01 1.53
C -0.89 4.90 -4.41
C 3.87 2.95 -0.42
C -2.07 2.19 2.25
C -2.86 3.28 1.97
C -0.16 1.20 5.24
C 2.49 -2.03 1.92
C 1.65 -3.00 1.09
C -1.15 -0.98 5.35
C 0.07 -1.56 5.01
C -1.67 8.23 -1.59
C -2.64 -1.51 -3.18
C 4.96 0.69 1.00
C -1.29 7.09 -2.17
C -0.69 -3.32 -2.04
C -4.03 2.00 0.30
C -1.64 -0.95 -4.17
C 1.06 0.63 4.89
C 0.92 4.17 -5.81
C -2.20 8.24 -0.23
C 3.58 2.76 2.43
C -3.26 0.89 0.61
C -2.59 1.00 5.89
C -2.34 1.84 -3.65
C -0.17 4.55 -3.27
C 1.09 3.99 -3.42
C -2.21 5.77 -0.21
C -2.42 7.11 0.44
C 1.17 -0.75 4.79
C 0.22 -3.05 1.66
C -1.27 0.40 5.49
C -1.39 5.82 -1.47
H -2.13 -0.75 -5.12
H -0.84 -1.66 -4.36
H 0.14 -2.63 4.92
H -2.26 2.55 -2.83
H 2.63 3.38 -4.78
H -1.78 5.05 0.48
H -3.45 -0.80 -2.98
H -0.81 7.11 -3.14
H 3.91 2.40 -1.37
H 5.89 1.26 1.09
H -1.28 2.27 2.98
H 4.84 0.06 1.88
H -1.90 5.29 -4.30
H -2.38 2.36 -4.61
H -2.40 9.19 0.24
H -2.01 -1.62 5.52
H -3.11 -2.40 -3.59
H -1.54 9.17 -2.10
H -1.20 -3.98 -2.74
H -2.47 2.04 6.20
H 0.18 -2.86 -2.51
H -2.75 4.21 2.52
H -3.42 -0.05 0.10
H -3.30 0.98 5.07
H 2.72 3.44 2.44
H 1.85 -3.23 3.47
H 1.35 4.03 -6.79
H -2.81 7.12 1.45
H 1.64 -2.66 0.06
H -1.50 -0.98 1.51
H 1.64 3.68 -2.54
H -4.80 1.95 -0.46
H 4.80 3.49 -0.28
H 3.51 2.07 3.27
H -0.66 0.10 2.46
H -3.03 0.45 6.72
H -3.22 1.23 -3.51
H 2.05 -1.03 1.91
H -0.93 4.98 -6.55
H 3.04 3.66 -0.47
H 3.49 -1.95 1.50
H 4.99 0.07 0.11
H 1.93 1.25 4.73
H 2.09 -4.00 1.14
H -0.23 2.27 5.37
H -0.39 -3.88 -1.16
H 4.50 3.33 2.50
*
```

E_HOMO   -8.09 eV
Energy   -226428.1841 eV
Orbital gap   7.5 eV
Energy above the lowest of the compared OMol25 structures with the same formula, charge and spin   122.3 kJ/mol
LUMO energy   -0.64 eV
Maximum force   0.36 eV/A

Here are the Mulliken charges for atoms 1 to 2, given in e: number 1, Pb, carries 1.5898; number 2, Se, carries 0.1949


2.
Computed, not measured: one molecule with the formula C10H17N3O6 in a non-equilibrium geometry, with ωB97M-V/def2-TZVPD.

Structure (ORCA input):
```
! RIJCOSX wB97M-V def2-TZVPD def2/J DEFGRID3
* xyz 0 1
O 1.16 -2.28 2.69
O 0.67 -1.43 -2.43
O -3.63 0.44 2.92
O -2.94 -0.67 4.83
O 1.50 2.90 -3.60
O -0.61 -3.15 1.63
N 0.53 1.04 -4.47
N 2.66 0.36 -1.96
N -0.34 -1.33 -0.37
C -1.32 -0.20 3.12
C 1.58 0.20 -0.97
C -2.73 -0.08 3.57
C 0.81 1.90 -3.51
C 0.05 1.67 -2.16
C -1.26 -0.23 1.56
C 0.65 -0.94 -1.32
C 0.14 -2.20 1.84
C -0.06 -0.96 1.11
C 0.93 1.60 -0.91
H -1.41 0.81 1.14
H -0.66 0.60 3.59
H 1.71 2.39 -1.03
H 3.11 -0.50 -2.05
H 2.00 -0.03 0.00
H 0.30 0.03 -4.27
H -3.80 -0.51 5.04
H -0.91 -1.15 3.42
H 0.90 -0.40 1.18
H 0.99 1.07 -5.33
H -2.13 -0.78 1.23
H -0.65 -2.21 -0.50
H 2.18 0.35 -2.79
H 1.32 -1.48 3.25
H -0.63 0.77 -2.40
H -0.56 2.59 -2.10
H 0.43 1.83 0.05
*
```

E_HOMO   -9.57 eV
Energy   -27400.8852 eV
Orbital gap   9.5 eV
Energy above the lowest of the compared OMol25 structures with the same formula, charge and spin   240.9 kJ/mol
SMILES   NC(=O)CC[C@H](N)C(=O)N[C@@H](CCC(=O)O)C(=O)O
LUMO energy   -0.05 eV
Maximum force   6.41 eV/A

Here are the Mulliken charges for atoms 1 to 2, given in e: number 1, O, carries -0.5165; number 2, O, carries -0.6510


3.
Computed, not measured: one molecule with the formula C20H27N5O3, with ωB97M-V/def2-TZVPD.

Structure (ORCA input):
```
! RIJCOSX wB97M-V def2-TZVPD def2/J DEFGRID3
* xyz 0 1
O 3.48 -1.39 -0.74
O -1.46 2.04 -0.34
O 1.49 -1.58 -1.74
N -0.06 0.60 -1.43
N -3.50 -1.84 0.51
N -2.26 0.04 -1.00
N 0.95 -1.00 1.15
N 0.42 -0.03 1.91
C 2.34 0.59 -1.22
C -1.27 0.96 -0.88
C 3.55 -2.81 -0.67
C -1.68 0.63 3.06
C 3.54 1.29 -1.09
C -0.88 -0.26 2.19
C 2.36 -0.88 -1.26
C -0.03 -1.85 0.93
C -2.14 -1.30 -1.53
C -4.07 -0.50 0.57
C 0.75 2.43 2.11
C 2.35 3.37 -1.13
C -3.60 0.40 -0.60
C 1.15 2.69 -1.26
C 1.29 1.03 2.36
C -1.22 -1.44 1.55
C 3.55 2.67 -1.05
C -3.19 -2.21 -0.85
C 1.12 1.30 -1.30
C -2.53 -2.17 1.53
H 0.22 3.23 -1.32
H -3.81 -0.04 1.52
H 4.48 3.21 -0.95
H -1.14 -1.70 -1.32
H 3.30 -3.25 -1.63
H 4.46 0.74 -1.04
H 0.14 2.78 2.93
H 2.22 0.88 1.81
H -5.17 -0.59 0.52
H -3.59 1.44 -0.30
H -4.27 0.28 -1.46
H -2.33 -3.24 1.42
H 2.35 4.45 -1.11
H -2.29 -1.31 -2.62
H -4.12 -2.18 -1.41
H 0.10 -0.38 -1.67
H 2.85 -3.17 0.09
H -3.04 -2.03 2.50
H -2.83 -3.25 -0.85
H 0.15 2.45 1.20
H 0.15 -2.74 0.35
H 1.51 0.89 3.43
H 1.58 3.12 1.98
H -2.56 0.10 3.43
H -2.02 1.51 2.51
H -1.09 0.96 3.91
H 4.57 -3.05 -0.39
*
```

E_HOMO   -8.06 eV
Energy   -34772.3060 eV
Orbital gap   8.8 eV
Energy above the lowest of the compared OMol25 structures with the same formula, charge and spin   197.3 kJ/mol
SMILES   CCn1ncc(CN2CCN(C(=O)Nc3ccccc3C(=O)OC)CC2)c1C
LUMO energy   0.77 eV
Maximum force   0.68 eV/A

Here are the Mulliken charges for atoms 1 to 2, given in e: number 1, O, carries -0.3422; number 2, O, carries -0.7675


4.
Computed, not measured: an isolated ion of composition C5H12N2 and charge +1 in a non-equilibrium geometry, with ωB97M-V/def2-TZVPD.

Structure (ORCA input):
```
! RIJCOSX wB97M-V def2-TZVPD def2/J DEFGRID3
* xyz 1 2
N 0.97 -2.01 -1.81
N -0.29 -0.09 -1.55
C -0.55 1.41 1.91
C 0.13 0.59 -0.37
C -0.97 0.59 0.70
C 0.57 0.72 2.70
C -0.13 -1.25 -2.05
H -1.11 -0.45 1.02
H -0.21 2.39 1.60
H 0.28 -0.30 2.95
H 1.16 -2.70 -2.54
H 1.50 0.78 2.14
H 1.82 -1.48 -1.62
H -1.90 0.92 0.26
H 0.74 1.20 3.66
H -0.86 -1.71 -2.69
H 0.51 1.56 -0.67
H 0.95 -0.05 0.01
H -1.42 1.57 2.54
*
```

E_HOMO (spin up / spin down)   -15.22 / -15.43 eV
Energy   -8351.1077 eV
Orbital gap (spin up / spin down)   11.3 / 7.9 eV
Energy above the lowest of the compared OMol25 structures with the same formula, charge and spin   140.9 kJ/mol
LUMO energy (spin up / spin down)   -3.92 / -7.51 eV
Maximum force   1.41 eV/A

Here are the Mulliken charges for atoms 1 to 2, given in e: number 1, N, carries -0.4166; number 2, N, carries -0.0704


5.
Computed, not measured: an isolated ion of composition C6H10N3O3 and charge +1 in a non-equilibrium geometry, with ωB97M-V/def2-TZVPD.

Structure (ORCA input):
```
! RIJCOSX wB97M-V def2-TZVPD def2/J DEFGRID3
* xyz 1 1
O 3.09 1.35 -0.28
O 0.63 0.24 -0.20
O 4.66 0.24 0.69
N -1.64 -0.34 0.25
N -1.01 1.79 -0.19
N 3.58 0.37 0.17
C 2.86 -0.86 -0.04
C -2.84 0.50 0.52
C 0.85 -2.31 -0.34
C -2.39 1.92 -0.06
C -0.63 0.50 -0.09
C 1.47 -0.95 -0.04
H 1.65 -2.97 -0.46
H 3.59 -1.64 -0.21
H -0.41 2.54 -0.48
H 0.29 -2.68 0.49
H 0.10 -2.14 -1.15
H -1.60 -1.27 0.16
H -2.79 0.70 1.65
H -3.80 0.21 0.13
H -2.80 2.80 0.44
H -2.87 2.00 -0.96
*
```

E_HOMO   -13.89 eV
Energy   -16985.3376 eV
Orbital gap   9.8 eV
Energy above the lowest of the compared OMol25 structures with the same formula, charge and spin   370.2 kJ/mol
SMILES   C/C(=C/[N+](=O)[O-])OC1=[NH+]CCN1
LUMO energy   -4.13 eV
Maximum force   5.57 eV/A

Here are the Mulliken charges for atoms 1 to 2, given in e: number 1, O, carries -0.5381; number 2, O, carries -0.2765


6.
Computed, not measured: a 2-piece molecular cluster, C10H16O overall in a non-equilibrium geometry, with ωB97M-V/def2-TZVPD.

Structure (ORCA input):
```
! RIJCOSX wB97M-V def2-TZVPD def2/J DEFGRID3
* xyz 0 1
O 1.43 3.26 -1.02
C 0.92 1.45 0.47
C -1.71 2.30 0.62
C 1.24 -2.80 -0.69
C 0.00 0.76 1.22
C 2.01 -2.86 -2.03
C -1.31 1.20 1.38
C -2.30 0.68 2.38
C 0.49 2.56 -0.25
C 0.00 -1.94 -0.70
C -0.81 3.01 -0.13
H -2.78 2.50 0.54
H 2.08 -1.83 -2.40
H 0.99 -3.83 -0.39
H -2.20 -0.34 2.77
H 1.19 3.18 -1.94
H 0.15 -1.00 -1.23
H 1.94 -2.54 0.09
H 0.24 -0.13 1.80
H -2.30 1.40 3.19
H -0.26 -1.72 0.33
H -0.96 -2.37 -1.01
H 1.52 -3.50 -2.75
H -1.22 3.88 -0.64
H -3.31 0.68 1.98
H 1.93 1.13 0.26
H 3.04 -3.13 -1.86
*
```

E_HOMO   -8.72 eV
Energy   -12676.3786 eV
Orbital gap   9.6 eV
Energy above the lowest of the compared OMol25 structures with the same formula, charge and spin   129.9 kJ/mol
SMILES   Cc1ccc(O)cc1.CCC
LUMO energy   0.85 eV
Maximum force   1.49 eV/A

Here are the Mulliken charges for atoms 1 to 2, given in e: number 1, O, carries -0.5503; number 2, C, carries -0.5531